Record 1
ORCA calculation (the ωB97M-V functional and the def2-TZVPD basis) on a molecular structure, C15H4Cl6INNiO.

```
29
Properties=species:S:1:pos:R:3:mulliken_charge:R:1
I -5.11 1.39 0.00 0.0807
Ni -0.05 1.12 0.00 -0.0934
Cl 3.56 -0.49 0.00 -0.3319
Cl 5.31 4.60 0.00 -0.1766
Cl -4.22 -4.26 0.00 -0.2534
Cl 0.00 3.45 0.00 -0.1798
Cl 2.32 5.62 0.00 -0.1776
Cl 5.86 1.54 0.00 -0.1679
O -1.93 1.15 0.00 -0.5881
N -0.31 -0.88 0.00 -0.8917
C -2.15 -2.48 0.00 0.4811
C -4.37 -1.57 0.00 -0.5048
C 2.69 3.94 0.00 -0.8329
C 3.17 1.21 0.00 1.6859
C -1.20 -3.52 0.00 -0.6996
C 0.54 -1.87 0.00 0.6472
C -1.65 -1.16 0.00 0.7107
C 4.24 2.11 0.00 -0.5983
C 0.13 -3.22 0.00 -0.8289
C -3.85 -0.26 0.00 -0.6265
C 1.69 3.00 0.00 1.0380
C -3.55 -2.65 0.00 0.4538
C 4.01 3.48 0.00 0.8906
C 1.85 1.63 0.00 -0.8888
C -2.49 -0.03 0.00 0.7357
H -1.53 -4.55 0.00 0.4280
H 1.59 -1.61 0.00 -0.1409
H 0.89 -3.99 0.00 0.4229
H -5.45 -1.71 0.00 0.4065
```

Properties
Strongest force on any atom in eV Å⁻¹: 0.8
Spin multiplicity: 1
Relative energy (zero: lowest compared OMol25 entry of this formula, charge and spin) in eV: 0.067
Frontier orbital gap (spin up / spin down) in eV: 7.41 / 7.40

=====

Record 2
ORCA calculation (the ωB97M-V functional and the def2-TZVPD basis) on 2 unconnected molecules or ions with the total composition C5H11NO in a non-equilibrium geometry.

```
18
Properties=species:S:1:pos:R:3:mulliken_charge:R:1
O -2.01 -1.91 3.88 -0.6291
N 1.11 -0.93 -2.46 -0.5420
C 0.13 -0.24 -1.67 0.6273
C 0.38 1.44 0.05 -0.0966
C 0.75 0.30 -0.44 -0.5464
C -1.16 -0.21 -2.08 -1.0663
C 1.14 1.94 1.32 -0.9963
H 0.90 1.22 2.14 0.2434
H 2.18 2.10 1.14 0.3097
H -1.65 -0.64 -2.97 0.2573
H 0.87 -1.12 -3.43 0.2229
H 1.42 -0.40 -0.08 0.4884
H 2.08 -0.56 -2.34 0.2395
H -0.45 2.02 -0.31 0.3432
H -1.05 -1.88 4.01 0.3101
H 0.65 2.91 1.64 0.2859
H -2.16 -1.62 4.81 0.3183
H -1.90 0.35 -1.50 0.2307
```

Properties
Strongest force on any atom in eV Å⁻¹: 3.5
Spin multiplicity: 1
Relative energy (zero: lowest compared OMol25 entry of this formula, charge and spin) in eV: 2.528
Frontier orbital gap in eV: 8.68

=====

Record 3
ORCA calculation (the ωB97M-V functional and the def2-TZVPD basis) on 10 unconnected molecules or ions with the total composition C34H33F18O27.

```
112
Properties=species:S:1:pos:R:3:mulliken_charge:R:1
F -6.40 -1.75 -2.75 -0.2950
F -2.16 -2.53 -0.10 -0.2728
F 0.08 1.10 -1.86 -0.2889
F -0.87 -1.27 1.97 -0.2112
F -4.46 -5.82 0.45 -0.2737
F -4.59 -3.71 0.03 -0.2449
F 3.51 2.74 4.16 -0.3560
F -0.69 -2.73 -4.01 -0.2160
F -3.07 -2.39 1.88 -0.4213
F 3.90 -4.06 -5.35 -0.2856
F 4.29 9.62 -1.13 -0.2892
F -0.79 -7.07 -3.12 -0.3165
F -4.79 3.39 4.45 -0.2955
F -0.65 -3.16 3.00 -0.3003
F 0.35 6.36 5.32 -0.3038
F -4.79 -4.44 2.06 -0.2768
F -2.07 -5.12 0.01 -0.1801
F -2.31 -5.19 2.20 -0.1706
O 1.50 0.09 3.24 -0.1806
O 2.44 -2.97 -4.01 -0.1487
O 1.45 -6.81 -2.90 -0.3041
O 1.39 -2.29 -2.13 -0.3169
O -1.29 -3.95 -8.23 -0.5261
O -1.75 -2.00 -7.20 -0.3600
O 3.03 -1.33 2.39 -0.5069
O 2.06 -6.84 -5.04 -0.3308
O 5.06 7.84 1.71 -0.2655
O 4.42 9.88 1.11 -0.3177
O -7.26 -0.25 0.24 -0.3356
O -1.91 4.19 0.61 -0.5990
O 3.49 -3.13 -2.05 -0.2915
O -0.94 2.26 1.22 -0.1460
O -0.67 -3.59 -6.09 -0.1788
O 2.09 4.34 1.77 -0.5193
O -7.98 1.75 -0.52 -0.5100
O -1.36 3.38 4.13 0.0237
O -7.03 0.25 -1.92 -0.3693
O 2.58 6.32 2.70 -0.2588
O 1.14 4.97 3.71 0.0079
O 4.41 9.30 3.29 -0.5362
O 3.62 0.75 3.08 -0.4190
O -0.75 3.90 6.23 -0.5268
O -2.92 3.90 5.62 -0.3869
O -0.80 2.94 -0.89 -0.3997
O 3.63 -6.93 -3.43 -0.6017
C 4.61 9.03 2.15 0.7082
C -7.48 0.69 -0.71 0.6214
C 2.04 7.06 3.80 -0.5738
C 2.49 -6.87 -3.76 0.6495
C 0.14 1.87 -0.76 0.6108
C 5.02 9.31 -0.04 0.2865
C 0.48 -2.80 0.88 0.4605
C -6.23 -0.90 -1.71 0.3841
C 3.81 -3.19 -4.31 0.2089
C 0.89 -4.19 0.39 0.4110
C 0.29 -6.43 -3.63 0.8543
C -4.13 -4.61 0.92 0.4915
C 1.57 1.37 3.87 0.0783
C 1.46 5.97 4.67 0.2887
C 2.35 -2.75 -2.64 0.3608
C -0.33 1.17 0.50 0.5758
C -1.28 3.22 0.34 0.6285
C 4.99 7.83 0.28 -0.3551
C -6.79 -1.44 -0.41 -0.0344
C -1.24 -3.25 -7.28 0.5350
C -1.59 3.73 5.41 0.4163
C 2.85 1.92 3.29 0.5594
C -0.73 -2.66 1.76 0.6754
C -2.11 -3.04 1.16 0.7410
C 2.75 -0.28 2.87 0.4969
C 4.34 -3.76 -3.01 -0.1735
C -3.56 3.95 4.35 0.4034
C 0.63 -6.91 -5.03 -0.3611
C 1.94 5.14 2.64 0.3630
C -2.58 -4.52 1.09 0.3724
C -1.64 -1.54 -5.85 -0.3632
C -0.52 -2.42 -5.31 0.2848
C 0.76 -5.27 1.46 -1.8858
C -2.62 3.14 3.49 -0.0933
H -2.87 2.08 3.54 0.2028
H 0.45 0.72 1.09 -0.6239
H -2.57 -1.75 -5.32 0.2712
H -6.05 -1.94 0.21 -0.0311
H -5.18 -0.60 -1.66 0.2944
H 1.14 2.30 -0.69 0.1808
H 1.25 7.72 3.44 0.2789
H -1.09 0.42 0.27 -0.0539
H 2.16 5.54 5.39 0.2768
H 2.82 7.66 4.27 0.3821
H 1.29 -2.29 1.39 -0.4175
H 4.05 7.38 -0.04 0.2456
H 0.31 -4.45 -0.51 -0.0179
H 1.23 -4.91 2.39 0.0540
H 4.20 -4.84 -2.98 0.0969
H 0.15 -5.36 -3.52 -0.1325
H 1.36 -6.14 1.15 0.2862
H 1.93 -4.05 0.02 0.2982
H 0.69 1.96 3.62 -0.2764
H -7.63 -2.10 -0.60 0.2703
H 6.02 9.73 -0.16 0.2771
H 2.73 2.44 2.35 0.3346
H -2.55 3.44 2.45 -0.0079
H 5.38 -3.51 -2.82 0.2727
H -1.42 -0.48 -5.83 0.3062
H 0.21 -6.30 -5.82 0.2189
H 4.26 -2.25 -4.62 0.2458
H 0.24 -2.19 0.00 -0.0037
H 5.83 7.27 -0.13 0.2686
H 0.48 -2.02 -5.45 0.2562
H -3.67 4.99 4.05 0.2853
H 1.64 1.26 4.95 0.3521
H 0.32 -7.95 -5.15 0.2855
```

Properties
Strongest force on any atom in eV Å⁻¹: 0.7
Spin multiplicity: 1
Net charge: -1
Frontier orbital gap in eV: 2.80

=====

Record 4
ORCA calculation (the ωB97M-V functional and the def2-TZVPD basis) on 6 unconnected molecules or ions with the total composition C48H63N6O7PS in a non-equilibrium geometry.

```
126
Properties=species:S:1:pos:R:3:mulliken_charge:R:1
S 1.42 5.06 1.70 1.2218
P -5.60 3.95 -0.01 0.1489
O -3.26 1.29 1.94 -0.4425
O 2.43 6.07 2.53 -0.4677
O 1.74 5.05 0.27 -0.6203
O 1.49 3.69 2.20 -0.5584
O -1.44 1.32 0.59 -0.5251
O 0.67 -1.73 2.31 -0.3951
O -3.35 2.59 0.10 -0.4258
N -8.47 5.09 6.16 -0.4282
N 7.37 -2.69 -5.42 -0.2928
N 11.39 -3.82 -8.82 -0.4819
N 4.40 -2.48 -0.45 -0.2792
N -5.38 2.39 6.36 -0.6595
N 4.05 -6.00 2.36 -0.2972
C -8.42 6.39 5.82 -0.0987
C -0.33 5.59 1.85 -0.8933
C -2.67 5.20 0.72 -0.9662
C -5.72 3.29 5.42 -0.6270
C -10.70 5.02 5.26 -0.4714
C 3.26 -7.97 3.48 -0.4575
C 4.46 -8.07 4.17 -0.1396
C -5.56 -0.63 1.77 -1.0414
C -3.43 4.28 1.74 -0.9438
C 10.70 -3.35 -11.08 -0.4482
C 3.11 -6.92 2.59 -0.2725
C 11.16 -2.97 -9.83 -0.1849
C 5.55 -1.95 -2.49 -0.5301
C 6.04 -3.99 -1.35 -0.6784
C -3.92 -1.68 -0.03 -0.1267
C 6.51 -2.03 -6.21 -0.2585
C -10.62 6.36 4.92 -0.1387
C -2.67 -2.63 -0.24 -0.9419
C 6.26 -3.14 -2.42 0.0781
C 1.21 -0.51 2.84 -0.5659
C 11.15 -5.11 -9.06 -0.2251
C -5.48 0.80 1.12 -0.4351
C -4.29 3.13 1.07 0.5065
C -6.20 2.85 -1.40 -1.0748
C 10.69 -5.60 -10.28 -0.3692
C -9.60 4.44 5.87 -0.2188
C -7.01 4.68 0.98 -1.0102
C -5.53 3.28 3.98 -0.0408
C 5.10 -3.62 -0.40 -0.2417
C 4.64 -1.67 -1.49 -0.3504
C -4.33 -1.58 1.48 -0.3838
C 5.19 -6.12 3.04 -0.0423
C -4.62 1.85 1.91 2.0467
C 6.88 -1.38 -7.38 -0.6454
C -1.12 4.91 0.67 -0.3787
C 8.21 -1.41 -7.75 -0.0181
C 1.03 -1.92 0.93 -0.2823
C -9.46 7.06 5.21 -0.5234
C 8.65 -2.71 -5.80 -0.2372
C 5.45 -7.13 3.95 -0.6071
C -4.58 1.08 4.46 -0.4836
C -1.30 -1.85 -0.04 0.0873
C -4.80 1.25 5.88 -0.5409
C -4.90 2.06 3.42 -0.2150
C -0.07 -2.80 0.21 -0.7856
C 9.12 -2.09 -6.95 -0.4588
C 10.46 -4.70 -11.30 -0.1681
C -2.54 1.69 0.81 0.3432
H -0.43 -3.61 0.89 0.3241
H -3.47 -1.23 2.10 -0.0851
H -5.41 2.18 -1.81 0.2685
H -7.46 3.99 1.75 0.3002
H -3.57 -0.66 -0.35 -0.0892
H 10.17 -2.14 -7.21 0.3533
H -0.72 5.23 2.84 0.3467
H -6.67 3.50 -2.18 0.4539
H 5.70 -1.26 -3.31 0.3871
H 10.10 -5.04 -12.27 0.3648
H -0.88 3.81 0.72 -0.0169
H -3.07 5.14 -0.33 0.4081
H 6.40 -7.18 4.47 0.3494
H -11.59 4.44 5.05 0.3690
H -4.80 -1.98 -0.65 0.4594
H -2.71 -3.49 0.47 0.3543
H 2.05 -2.40 0.88 0.3872
H -7.76 5.11 0.28 0.4174
H -1.06 -1.19 -0.92 0.1699
H -6.58 5.54 1.57 0.3056
H -5.08 0.76 0.08 0.2885
H 2.46 -8.69 3.63 0.3568
H 1.94 6.90 2.66 0.3715
H -6.23 4.23 5.81 0.2515
H 1.12 -0.95 0.36 0.2424
H -7.04 2.21 -1.00 0.2511
H 11.34 -5.78 -8.23 0.3592
H 1.69 0.15 2.09 0.2803
H -5.74 -0.64 2.87 0.3547
H 4.06 -0.76 -1.51 0.3791
H -4.12 0.12 4.13 0.1433
H 0.40 -3.21 -0.72 0.3185
H -0.75 5.24 -0.34 0.4560
H 10.52 -6.66 -10.42 0.3553
H -2.77 3.81 2.52 0.4877
H -2.66 -3.01 -1.30 0.3257
H -11.46 6.86 4.44 0.3781
H -9.37 8.11 4.96 0.3655
H -0.46 6.70 1.84 0.5482
H -9.62 3.39 6.16 0.3887
H 5.94 -5.35 2.83 0.3646
H 4.62 -8.88 4.88 0.3609
H -7.49 6.89 6.06 0.3828
H 6.57 -4.93 -1.26 0.3820
H 5.48 -2.03 -5.87 0.3999
H 4.88 -4.26 0.45 0.4911
H 8.54 -0.92 -8.66 0.3828
H 2.19 -6.80 2.03 0.3612
H -2.82 6.27 1.03 0.3831
H -6.46 -1.13 1.31 0.4004
H 10.53 -2.62 -11.85 0.3545
H 0.42 0.09 3.38 0.1421
H 11.36 -1.92 -9.60 0.4560
H -4.50 0.46 6.59 0.3616
H -4.14 4.95 2.31 0.6068
H 6.99 -3.39 -3.18 0.4064
H -4.58 -2.61 1.87 0.5486
H 9.32 -3.25 -5.15 0.3787
H 6.14 -0.86 -7.98 0.3550
H -1.44 -1.24 0.89 -0.0769
H -6.55 1.16 1.02 0.2556
H 2.00 -0.79 3.60 0.2850
H -5.83 4.12 3.34 0.2502
```

Properties
Strongest force on any atom in eV Å⁻¹: 4.2
Spin multiplicity: 1
Relative energy (zero: lowest compared OMol25 entry of this formula, charge and spin) in eV: 2.274
Frontier orbital gap in eV: 8.27

=====

- Number 1 is which compound?
  C15H4Cl6INNiO